The following is a DFT calculation (ωB97M-V/def2-TZVPD) of 19 unconnected molecules or ions with the total composition C73H108O57 in a non-equilibrium geometry.

The value obtained for the LUMO energy is -0.015 Eh. For the molar mass, the calculation gives 1897.610 g mol⁻¹. As for the net charge: 0. The orbital gap comes out at 9.33 eV. The value obtained for the strongest force on any atom is 7.74 eV Å⁻¹. The HOMO energy is -9.7 eV.

Geometry as XYZ:
```
238
Properties=species:S:1:pos:R:3:lowdin_charge:R:1
H -20.055 2.054 10.919 0.0928
C -15.333 5.059 12.595 -0.1931
H -14.616 11.495 16.976 0.0801
H -21.347 9.938 8.326 0.0856
C -14.587 11.447 13.461 -0.1031
H -21.265 11.778 8.546 0.0795
C -15.451 10.581 23.384 -0.5549
C -14.051 13.589 13.734 -0.5630
O -23.100 6.232 14.580 0.1269
O -18.751 13.295 20.470 0.0474
H -20.579 2.531 21.040 0.1020
C -18.688 14.924 14.379 -0.2965
C -23.285 12.870 16.445 -0.0853
H -15.100 9.153 7.571 0.0939
C -17.244 10.052 22.036 -0.0282
C -21.700 10.826 8.850 -0.0023
H -17.364 3.909 21.852 0.1069
C -14.711 2.181 18.694 -0.0070
C -17.090 8.907 17.485 -0.4206
H -15.611 7.580 8.390 0.0733
H -19.664 2.098 17.174 0.1128
H -23.032 4.204 18.177 0.1409
O -11.390 5.060 21.135 0.0296
H -17.117 4.531 9.743 0.1013
C -22.982 11.397 16.076 -0.2518
C -17.763 13.070 9.836 -0.1738
C -20.569 5.950 9.900 -0.5383
H -22.424 13.415 16.832 0.1302
O -12.266 12.884 20.782 0.0687
H -18.814 1.630 15.630 0.1346
H -22.496 9.599 11.771 0.1398
H -14.832 5.221 24.978 0.1343
H -14.973 13.532 18.173 0.0635
C -19.976 11.203 11.833 -0.5435
H -10.666 13.614 21.875 0.1381
H -18.268 12.112 9.710 0.1104
H -19.013 14.122 13.716 0.1353
C -17.200 6.732 23.181 0.0057
H -14.500 5.716 12.845 0.1480
O -20.559 10.003 12.090 0.0496
H -14.508 4.363 10.807 0.1635
C -20.469 5.299 12.060 -0.0992
C -19.789 2.880 11.580 0.0365
O -15.235 4.025 13.458 0.0353
H -14.563 9.991 15.941 0.1016
O -20.738 9.120 22.485 0.0724
H -19.403 9.559 15.609 0.1062
C -20.736 7.983 21.674 -0.4834
O -23.387 13.459 15.167 0.0268
O -20.520 11.758 10.720 0.0789
O -20.086 15.787 16.054 0.0575
C -22.258 6.378 17.849 -0.2342
C -19.181 4.214 20.840 -0.3131
H -24.209 13.099 16.976 0.1388
C -12.520 11.593 20.577 -0.4615
O -17.061 3.719 19.884 0.0662
C -15.519 4.533 11.177 -0.2702
H -15.933 14.927 18.734 0.0799
H -19.622 14.200 9.572 0.1395
H -22.971 1.234 16.280 0.0981
H -23.141 7.105 25.100 0.0965
O -20.608 6.390 11.152 0.0660
H -21.659 9.688 17.012 0.0681
C -23.467 6.757 18.815 0.0110
C -10.294 11.886 20.794 -0.1675
C -21.769 9.087 23.372 -0.1755
C -18.542 14.290 9.458 -0.0715
H -19.549 7.320 15.916 0.0800
H -16.888 10.340 8.859 0.1344
H -21.500 9.094 24.428 0.1405
O -18.322 4.749 27.009 0.1111
H -15.751 1.977 18.440 0.0699
C -22.439 7.813 23.092 -0.3636
C -18.904 7.375 15.039 -0.0065
C -18.329 9.721 15.696 -0.0828
H -19.530 7.775 14.241 0.0918
H -21.756 3.960 11.139 0.1599
C -18.063 8.659 9.610 -0.0751
H -20.641 3.925 22.094 0.0834
H -14.004 2.319 16.690 0.1454
H -18.863 9.373 9.417 0.1220
O -17.095 7.876 16.529 0.0606
H -23.291 8.356 22.682 0.1543
O -17.858 8.521 10.949 0.0705
C -14.748 11.065 15.984 -0.0025
H -21.292 6.787 18.142 0.1456
C -17.584 5.150 26.100 -0.6210
H -12.582 5.830 23.529 0.1288
C -20.159 16.619 14.998 -0.5314
H -17.257 7.591 23.850 0.0887
H -12.319 8.017 20.391 0.0801
H -18.168 6.550 22.715 0.0655
H -18.452 7.704 9.257 0.1211
C -11.788 7.066 20.343 -0.0105
H -21.983 1.684 17.555 0.0972
H -16.447 6.853 22.403 0.0984
H -17.032 8.290 14.551 0.1254
O -22.497 11.466 14.742 0.0808
H -19.459 5.340 12.468 0.1315
H -14.324 1.278 19.165 0.0882
H -18.016 10.559 15.074 0.1237
H -17.003 15.787 13.507 0.1065
C -16.790 5.491 24.037 -0.2911
H -21.309 5.257 12.753 0.1348
C -11.926 3.991 17.667 -0.5894
H -18.813 14.138 16.657 0.1125
C -13.876 2.912 17.596 -0.3477
H -18.608 10.414 23.673 0.1084
H -18.486 6.381 14.883 0.0842
H -10.487 13.790 20.080 0.1385
H -15.512 6.931 25.105 0.1362
H -9.825 11.753 21.769 0.1311
H -17.308 10.459 21.027 0.1133
H -21.383 4.012 20.498 0.0877
O -19.722 12.640 18.449 0.0601
H -20.740 0.902 14.798 0.1508
C -12.929 6.043 22.518 -0.0303
H -14.657 2.841 19.560 0.0484
O -16.171 1.854 13.410 0.1482
H -22.020 6.017 24.248 0.0928
H -19.979 13.769 15.561 0.1059
O -20.402 4.585 9.888 0.0834
O -19.032 11.569 12.452 0.1472
H -20.048 2.649 12.613 0.0757
O -12.568 2.783 17.878 0.0751
O -20.841 -0.462 16.184 0.0841
O -14.272 10.750 23.700 0.1092
O -13.456 4.827 21.877 0.0550
C -17.993 3.949 18.899 -0.4203
H -18.052 11.941 23.097 0.1071
H -14.668 14.210 19.715 0.0703
O -13.646 11.238 20.230 0.1225
O -17.928 9.889 17.033 0.0378
H -14.734 4.923 18.006 0.1245
C -18.677 12.805 19.171 -0.3805
H -23.231 6.529 19.855 0.0664
H -20.837 11.218 16.579 0.0675
H -12.914 11.211 14.939 0.1534
C -13.910 11.650 14.874 -0.3113
H -13.953 10.696 12.991 0.1338
H -21.392 8.772 10.586 0.1134
C -22.330 4.794 17.588 -0.1741
O -15.815 9.901 22.315 0.0361
H -17.612 9.029 22.117 0.0843
C -16.627 8.677 11.309 -0.5675
O -16.192 8.208 12.347 0.1087
O -16.461 8.758 18.564 0.0930
H -16.520 8.401 7.156 0.0922
H -15.566 10.970 13.499 0.1232
O -16.587 13.327 9.128 0.0829
H -22.617 11.408 10.588 0.1398
H -18.767 3.257 11.558 0.0666
O -16.530 11.011 24.115 0.0518
C -11.670 6.307 21.628 -0.3459
H -17.283 14.871 20.594 0.1334
C -16.554 5.229 10.362 -0.0013
H -16.776 14.164 14.021 0.0808
H -10.869 7.227 19.780 0.0982
C -12.500 4.160 21.269 -0.4077
O -19.900 7.771 20.826 0.1401
O -20.779 17.682 15.002 0.1182
H -21.359 4.315 17.465 0.1144
C -20.680 4.122 11.197 -0.3310
H -18.117 14.996 10.172 0.1418
C -16.963 13.886 7.955 -0.5527
H -10.823 6.593 22.252 0.1556
H -16.229 5.607 12.887 0.1154
C -21.979 1.645 16.466 -0.0142
C -19.462 1.312 16.447 -0.0827
H -14.737 4.467 16.387 0.1234
H -21.897 2.611 15.969 0.0806
H -18.070 2.391 21.209 0.1540
C -21.637 10.975 10.391 -0.3188
H -16.092 6.017 9.766 0.0757
C -15.949 2.924 12.879 -0.4132
C -10.922 13.211 20.895 -0.1527
H -22.455 9.933 23.325 0.1423
H -16.209 12.030 20.169 0.1266
H -24.338 6.225 18.432 0.0924
C -19.313 14.597 15.804 -0.0432
C -22.873 12.597 14.184 -0.5225
O -12.772 4.936 17.362 0.0911
C -19.696 -0.978 16.606 -0.5295
C -17.272 15.093 14.302 -0.0340
H -19.137 5.287 21.027 0.1350
H -17.605 13.129 10.912 0.1257
O -13.781 13.016 14.901 0.0950
C -15.482 13.979 19.027 0.0221
O -15.925 9.289 10.329 0.0853
O -17.743 4.022 17.684 0.1086
O -10.753 4.061 17.701 0.1762
H -13.491 6.971 22.417 0.1313
H -23.503 7.845 18.779 0.0762
H -23.926 10.851 16.085 0.1552
C -16.674 9.298 9.097 -0.2398
O -19.380 16.148 14.012 0.0899
C -17.454 13.807 20.754 -0.0642
C -14.109 4.407 17.276 -0.0381
O -20.717 6.702 8.959 0.1221
C -17.742 8.300 15.378 -0.3331
C -21.791 10.753 16.826 -0.0156
O -14.016 14.790 13.694 0.1499
H -21.840 10.947 17.898 0.0744
O -19.486 -2.139 16.887 0.1459
H -16.488 4.690 23.362 0.1310
C -22.787 6.781 24.121 0.0074
O -19.271 3.951 19.483 -0.0110
C -16.541 12.970 19.727 -0.3204
H -9.517 11.891 20.030 0.1363
O -16.344 5.490 26.295 0.0993
C -22.889 5.983 15.762 -0.4916
O -18.063 14.467 8.121 0.1179
O -23.090 4.764 16.488 0.0138
H -17.156 13.348 21.697 0.1125
H -16.742 15.410 15.201 0.1019
H -12.256 6.557 19.500 0.0829
O -22.528 6.907 16.580 0.0847
O -17.367 12.613 18.756 0.0536
C -17.871 3.443 21.007 -0.0820
O -11.292 10.911 20.575 0.0642
C -20.812 0.921 15.886 -0.3299
O -16.187 3.311 11.567 0.0297
H -15.831 11.154 15.902 0.0686
O -18.910 0.089 16.959 0.0654
H -17.288 5.653 11.047 0.0781
O -22.942 12.923 13.025 0.1487
C -15.896 8.570 8.034 -0.0100
C -21.574 9.659 11.193 -0.0741
O -12.697 2.993 20.790 0.0912
C -15.711 5.860 25.065 -0.0494
O -17.858 5.121 24.850 0.1202
O -14.494 12.677 12.858 0.0975
O -21.729 7.186 22.068 0.0990
O -16.297 14.062 6.864 0.0604
C -20.531 3.620 21.053 -0.0206
H -22.706 11.160 8.596 0.0799
C -17.716 10.927 23.312 -0.0741
H -23.582 6.183 23.674 0.0883
```